Version w
Below is 3 unconnected molecules or ions with the total composition C4H10O3, with properties calculated with wB97M-V/def2-TZVPD.

The value obtained for the orbital gap is 9.20 eV. As for the LUMO energy: 0.58 eV. Its charge is 0. As for the SMILES: C=C/C=C/O.O.O. The highest occupied orbital energy is -8.62 eV.

CARTESIAN COORDINATES (ANGSTROEM)
O  -1.172  1.217  -1.175
O  -2.825  -0.866  -0.757
H  0.387  -1.380  1.267
O  -1.321  -0.541  1.489
H  0.613  1.744  1.233
C  -0.049  -0.372  1.266
H  -2.285  -0.129  -1.152
C  0.778  0.686  1.063
H  -3.190  -1.405  -1.454
C  2.120  0.374  0.456
H  -0.287  1.231  -0.829
H  1.777  -1.548  -0.613
H  2.989  0.970  0.721
H  -1.508  2.127  -1.374
H  3.422  -0.924  -0.522
C  2.427  -0.660  -0.329
H  -1.876  -0.524  0.710

Atomic partial charges in e from the Löwdin method, atoms 1 to 4: atom 1 (O): -0.046, atom 2 (O): -0.069, atom 3 (H): 0.126, atom 4 (O): 0.034



Version x
Below is 2 unconnected molecules or ions with the total composition C4H10O3, with properties calculated with wB97M-V/def2-TZVPD.

The value obtained for the orbital gap is 9.52 eV. As for the LUMO energy: 0.39 eV. Its charge is 0. The highest occupied orbital energy is -9.13 eV.

CARTESIAN COORDINATES (ANGSTROEM)
H  0.724  -0.297  -1.452
C  -0.875  2.165  -1.310
O  -0.973  0.872  -1.461
C  0.104  0.230  -2.184
C  -0.140  0.043  1.505
H  0.673  1.001  -2.705
H  -1.781  2.389  -0.691
C  1.049  -0.890  1.685
O  1.322  -1.556  0.469
H  1.944  -0.329  1.968
H  -0.353  -0.475  -2.880
O  -1.187  -0.712  0.912
H  0.832  -1.616  2.483
H  0.460  -1.921  0.213
H  0.151  0.883  0.858
H  -1.484  -0.241  0.121
H  -0.465  0.455  2.470

Atomic partial charges in e from the Löwdin method, atoms 1 to 4: atom 1 (H): 0.075, atom 2 (C): 0.059, atom 3 (O): -0.265, atom 4 (C): -0.049



Of them, version x has the lowest stability.



Version w
Below is a single C4H10O3 molecule, with properties calculated with wB97M-V/def2-TZVPD.

The value obtained for the orbital gap is 10.98 eV. As for the LUMO energy: 0.74 eV. Its charge is 0. As for the SMILES: CCC(O)(O)CO. The highest occupied orbital energy is -10.24 eV.

CARTESIAN COORDINATES (ANGSTROEM)
H  -0.707  -2.071  -0.175
O  -0.272  0.440  1.982
O  0.798  1.805  -0.365
H  -2.227  -1.608  -0.960
C  0.662  0.393  -0.265
H  -0.312  1.413  1.893
C  -1.431  -1.262  -0.291
H  2.520  0.057  -0.683
H  -0.628  -0.158  -1.929
O  1.664  -0.166  -1.091
H  0.965  -1.089  1.322
C  -0.792  -0.006  -0.856
H  -1.900  -1.060  0.676
H  1.755  0.466  1.614
H  0.548  2.030  -1.277
H  -1.503  0.825  -0.791
C  0.859  -0.008  1.197

Atomic partial charges in e from the Löwdin method, atoms 1 to 4: atom 1 (H): 0.079, atom 2 (O): -0.067, atom 3 (O): 0.000, atom 4 (H): 0.074



Version x
Below is 2 unconnected molecules or ions with the total composition C4H10O3, with properties calculated with wB97M-V/def2-TZVPD.

The value obtained for the orbital gap is 10.11 eV. As for the LUMO energy: 0.47 eV. Its charge is 0. As for the SMILES: C[C@@H](O)CC=O.O. The highest occupied orbital energy is -9.64 eV.

CARTESIAN COORDINATES (ANGSTROEM)
C  0.244  -0.470  0.102
H  -0.628  -0.581  2.183
H  1.202  -0.192  -0.322
C  0.022  1.355  1.907
C  0.033  -1.943  -0.178
O  -0.859  0.294  -0.458
H  -0.383  -1.511  -3.777
H  -0.774  -2.345  0.343
H  -1.033  1.544  2.144
O  0.858  2.213  1.679
H  1.172  -0.531  1.989
H  0.500  -0.429  -3.149
H  0.879  -2.406  0.111
O  -0.409  -0.607  -3.444
C  0.219  -0.142  1.650
H  -0.063  -2.048  -1.237
H  -0.703  0.491  -1.379

Atomic partial charges in e from the Löwdin method, atoms 1 to 4: atom 1 (C): -0.380, atom 2 (H): 0.111, atom 3 (H): 0.138, atom 4 (C): -0.245



Of them, version x has the lowest stability.



Version w
Below is 2 unconnected molecules or ions with the total composition C5H14N3, with properties calculated with wB97M-V/def2-TZVPD.

The value obtained for the orbital gap (spin up / spin down) is 8.12 / 6.63 eV. As for the LUMO energy (spin up / spin down): -5.60 / -6.89 eV. Its charge is +1. The highest occupied orbital energy (spin up / spin down) is -13.72 / -13.53 eV.

CARTESIAN COORDINATES (ANGSTROEM)
H  -0.898  1.409  2.704
H  4.312  -0.619  0.808
N  0.244  -0.204  -0.045
H  2.537  0.430  -0.802
C  3.279  -0.983  0.556
H  0.074  -0.021  -1.972
H  -3.406  0.782  -2.108
H  2.936  -1.503  1.502
H  -2.433  -0.285  -0.136
N  -1.912  -0.139  -0.958
H  0.380  2.094  1.528
H  0.529  -0.332  2.138
H  -2.113  -0.254  -3.137
H  -3.304  -1.073  -2.264
C  -0.497  1.364  1.605
N  2.638  0.161  0.215
C  -0.571  -0.222  -0.992
H  -0.993  -0.688  1.502
C  -2.735  -0.107  -2.149
C  -0.163  -0.051  1.342
H  -1.267  1.887  0.887
H  3.364  -1.646  -0.224

Atomic partial charges in e from the Löwdin method, atoms 1 to 4: atom 1 (H): 0.119, atom 2 (H): 0.158, atom 3 (N): 0.073, atom 4 (H): 0.108



Version x
Below is 2 unconnected molecules or ions with the total composition C5H14N3, with properties calculated with wB97M-V/def2-TZVPD.

The value obtained for the orbital gap is 7.96 eV. As for the LUMO energy: -4.95 eV. Its charge is +1. The highest occupied orbital energy is -12.90 eV.

CARTESIAN COORDINATES (ANGSTROEM)
H  1.435  0.916  1.699
N  -0.699  0.381  -0.372
H  0.195  2.036  -1.172
H  1.269  -1.885  -1.461
C  1.476  -0.670  0.284
C  -1.710  -0.265  0.115
H  -2.943  1.313  0.557
H  2.307  1.285  0.179
H  3.001  0.212  1.380
H  2.071  -0.312  -1.723
N  -2.850  0.315  0.548
H  -0.929  -2.083  -0.324
H  -2.478  -2.141  0.394
H  -0.461  2.307  0.464
H  2.904  -1.602  -0.888
H  0.915  -1.344  0.917
C  -0.629  1.802  -0.495
N  -1.636  -1.617  0.219
H  -1.545  2.201  -0.946
C  2.059  0.513  0.905
C  1.920  -1.133  -1.024
H  -3.671  -0.230  0.743

Atomic partial charges in e from the Löwdin method, atoms 1 to 4: atom 1 (H): 0.100, atom 2 (N): 0.005, atom 3 (H): 0.081, atom 4 (H): 0.090



Of them, version w has the lowest stability.